A structure of composition C26H37FeN7O2S6, computed with ωB97M-V/def2-TZVPD.

HOMO-LUMO gap (spin up / spin down) (Ha): 0.2687 / 0.2686
E_LUMO (spin up / spin down) (Ha): 0.0044 / 0.0044
ΔE to the lowest compared entry with this formula, charge and spin (kJ/mol): 29.6
Molar mass (g/mol): 727.9

Geometry as ORCA input:
```
! RIJCOSX wB97M-V def2-TZVPD def2/J DEFGRID3
* xyz 0 1
Fe 0.682 0.580 0.800
C 0.396 1.711 3.473
C 0.094 2.798 2.457
N 0.809 2.568 1.190
C 2.221 2.961 1.113
C 3.096 1.906 1.771
N 2.651 0.548 1.388
C 2.782 -0.442 2.477
C 1.505 -0.485 3.345
N 0.444 0.389 2.810
H 1.352 1.882 3.969
H -0.365 1.731 4.257
H -0.966 2.734 2.204
H 0.289 3.794 2.869
H 0.298 3.065 0.468
H 2.464 3.031 0.051
H 2.404 3.941 1.565
H 4.144 2.066 1.506
H 3.036 1.984 2.855
H 3.193 0.224 0.597
H 2.903 -1.415 2.005
H 3.672 -0.240 3.080
H 1.127 -1.505 3.329
H 1.719 -0.224 4.384
H -0.457 -0.093 2.884
N -4.570 -3.706 2.137
C -4.090 -2.501 2.583
C -2.789 -2.073 2.246
N -2.318 -0.925 2.674
C -3.108 -0.186 3.466
C -4.369 -0.622 3.810
N -4.872 -1.778 3.372
H -4.136 -4.117 1.330
H -5.562 -3.843 2.231
H -2.140 -2.666 1.610
H -2.742 0.783 3.782
H -5.005 -0.029 4.457
O 3.011 -5.571 -4.454
C 3.428 -4.372 -3.981
O 4.376 -3.839 -4.490
C 2.669 -3.782 -2.844
C 1.467 -4.287 -2.343
C 0.808 -3.658 -1.306
C 1.315 -2.491 -0.713
S 0.438 -1.760 0.607
C 2.535 -2.010 -1.211
C 3.192 -2.635 -2.251
H 2.283 -5.907 -3.919
H 0.998 -5.168 -2.769
H -0.132 -4.055 -0.944
H 2.967 -1.116 -0.784
H 4.131 -2.249 -2.627
C -4.857 1.935 1.226
S -3.665 3.087 1.950
C -2.715 3.511 0.536
C -1.955 2.667 -0.199
S -1.708 0.962 0.016
S -1.146 3.468 -1.549
C -1.668 5.098 -1.274
S -1.182 6.375 -2.181
S -2.771 5.193 0.048
H -5.536 1.646 2.027
H -4.336 1.058 0.846
H -5.419 2.426 0.435
C -0.018 -1.063 -3.735
C 0.691 0.298 -3.716
C 2.020 0.232 -4.477
C -0.223 1.376 -4.307
C 0.969 0.618 -2.303
N 1.150 0.801 -1.186
H -0.294 -1.292 -4.766
H -0.921 -1.034 -3.124
H 0.633 -1.852 -3.362
H 1.812 -0.001 -5.522
H 2.665 -0.549 -4.075
H 2.546 1.187 -4.436
H -0.429 1.118 -5.346
H 0.246 2.360 -4.281
H -1.167 1.426 -3.765
*
```

***

A structure of composition C26H37Ge2N3OsSSe in a non-equilibrium geometry, computed with ωB97M-V/def2-TZVPD.

HOMO-LUMO gap (spin up / spin down) (Ha): 0.2468 / 0.2437
E_LUMO (spin up / spin down) (Ha): -0.3574 / -0.3763
ΔE to the lowest compared entry with this formula, charge and spin (kJ/mol): 50.6
Molar mass (g/mol): 838.1

Geometry as ORCA input:
```
! RIJCOSX wB97M-V def2-TZVPD def2/J DEFGRID3
* xyz 3 2
Os 0.191 -1.639 1.141
C -2.366 -3.320 1.388
C -1.209 -4.295 1.330
N 0.032 -3.674 1.881
C 0.192 -3.729 3.367
C -0.614 -2.665 4.087
S -0.483 -1.045 3.215
C -2.243 -0.614 2.958
C -2.708 -0.872 1.526
N -1.954 -1.978 0.862
H -2.702 -3.184 2.413
H -3.218 -3.703 0.826
H -0.997 -4.573 0.296
H -1.451 -5.211 1.873
H 0.808 -4.219 1.510
H 1.254 -3.588 3.565
H -0.088 -4.718 3.737
H -0.211 -2.511 5.087
H -1.665 -2.920 4.193
H -2.328 0.447 3.192
H -2.820 -1.162 3.701
H -2.547 0.024 0.930
H -3.777 -1.098 1.530
H -2.190 -1.940 -0.124
Se 2.359 -0.594 1.485
C 3.359 -0.901 -0.120
C 4.336 0.006 -0.491
C 5.018 -0.239 -1.679
N 4.774 -1.285 -2.463
C 3.856 -2.163 -2.075
C 3.117 -2.019 -0.906
H 4.568 0.878 0.107
H 5.794 0.441 -2.011
H 3.705 -3.022 -2.719
H 2.403 -2.783 -0.614
C -1.095 2.832 -3.625
Ge -1.533 1.095 -2.964
C -1.074 -0.457 -3.994
C -3.083 0.939 -1.834
Ge 0.388 0.699 0.253
C -0.252 2.087 1.442
C -1.224 2.983 0.983
C -1.740 3.963 1.818
C -1.276 4.069 3.124
C -0.296 3.201 3.585
C 0.212 2.212 2.754
C 1.217 1.451 -1.302
C 1.530 0.647 -2.412
C 2.200 1.185 -3.503
C 2.540 2.532 -3.497
C 2.215 3.345 -2.412
C 1.545 2.816 -1.323
H -1.847 3.051 -4.392
H -0.111 2.839 -4.088
H -1.162 3.596 -2.854
H -1.918 -0.592 -4.682
H -0.990 -1.364 -3.398
H -0.170 -0.298 -4.575
H -3.875 1.297 -2.507
H -3.091 1.588 -0.961
H -3.313 -0.089 -1.563
H -1.573 2.941 -0.045
H -2.487 4.654 1.451
H -1.665 4.840 3.774
H 0.087 3.304 4.592
H 0.995 1.565 3.131
H 1.306 -0.413 -2.394
H 2.475 0.559 -4.342
H 3.068 2.955 -4.342
H 2.496 4.390 -2.420
H 1.305 3.447 -0.475
*
```

***

A structure of composition C26H37GeIrN8SSe, computed with ωB97M-V/def2-TZVPD.

HOMO-LUMO gap (spin up / spin down) (Ha): 0.2900 / 0.2188
E_LUMO (spin up / spin down) (Ha): -0.1663 / -0.2585
ΔE to the lowest compared entry with this formula, charge and spin (kJ/mol): 14.4
Molar mass (g/mol): 837.5

Geometry as ORCA input:
```
! RIJCOSX wB97M-V def2-TZVPD def2/J DEFGRID3
* xyz 2 5
Ir 0.698 0.286 -0.530
C -2.813 3.202 5.120
C -2.381 2.834 3.734
C -3.309 2.641 2.709
C -2.906 2.253 1.454
C -1.543 2.033 1.145
N -1.162 1.554 -0.067
C -1.914 1.860 -1.194
C -2.339 3.175 -1.429
C -2.969 3.532 -2.604
C -3.201 2.593 -3.606
C -3.843 2.975 -4.906
C -2.786 1.282 -3.378
C -2.166 0.909 -2.199
N -1.908 -0.482 -2.007
C -2.713 -1.489 -2.405
C -2.081 -2.677 -2.122
C -0.871 -2.303 -1.541
N -0.768 -0.978 -1.470
C -0.602 2.260 2.185
C -1.029 2.635 3.441
N 0.803 2.234 1.954
C 1.702 3.053 2.550
C 2.958 2.575 2.278
C 2.737 1.431 1.508
N 1.439 1.230 1.311
H -3.777 3.706 5.113
H -2.084 3.848 5.606
H -2.914 2.303 5.732
H -4.363 2.777 2.914
H -3.643 2.057 0.687
H -2.123 3.924 -0.678
H -3.272 4.560 -2.753
H -4.435 3.882 -4.802
H -4.488 2.180 -5.278
H -3.080 3.162 -5.665
H -2.952 0.536 -4.145
H -3.676 -1.288 -2.841
H -2.449 -3.671 -2.305
H -0.078 -2.916 -1.149
H -0.297 2.774 4.226
H 1.378 3.911 3.112
H 3.899 2.992 2.590
H 3.457 0.752 1.082
N 2.893 -0.664 -1.547
N 3.619 0.363 -2.160
C 3.056 1.544 -2.472
N 3.799 2.387 -3.181
S 1.487 2.030 -2.007
H 3.465 -1.100 -0.832
H 2.650 -1.373 -2.233
H 4.506 0.123 -2.582
H 4.734 2.173 -3.490
H 3.422 3.292 -3.410
C 3.052 -6.299 1.172
Ge 1.854 -4.909 0.529
C 2.610 -4.083 -1.086
C 0.086 -5.651 0.155
C 1.799 -3.518 1.930
Se 0.787 -1.859 1.684
C -1.016 -2.557 1.852
H 3.158 -7.077 0.416
H 2.663 -6.759 2.080
H 4.040 -5.895 1.389
H 2.649 -4.813 -1.895
H 3.629 -3.743 -0.891
H 2.003 -3.240 -1.421
H 0.205 -6.542 -0.462
H -0.572 -4.964 -0.376
H -0.407 -5.950 1.080
H 2.821 -3.179 2.113
H 1.439 -3.936 2.871
H -1.236 -3.288 1.081
H -1.692 -1.709 1.759
H -1.130 -3.004 2.837
*
```

***

Please write out number 1 again, unchanged.
A structure of composition C26H37FeN7O2S6, computed with ωB97M-V/def2-TZVPD.

HOMO-LUMO gap (spin up / spin down) (Ha): 0.2687 / 0.2686
E_LUMO (spin up / spin down) (Ha): 0.0044 / 0.0044
ΔE to the lowest compared entry with this formula, charge and spin (kJ/mol): 29.6
Molar mass (g/mol): 727.9

Geometry as ORCA input:
```
! RIJCOSX wB97M-V def2-TZVPD def2/J DEFGRID3
* xyz 0 1
Fe 0.682 0.580 0.800
C 0.396 1.711 3.473
C 0.094 2.798 2.457
N 0.809 2.568 1.190
C 2.221 2.961 1.113
C 3.096 1.906 1.771
N 2.651 0.548 1.388
C 2.782 -0.442 2.477
C 1.505 -0.485 3.345
N 0.444 0.389 2.810
H 1.352 1.882 3.969
H -0.365 1.731 4.257
H -0.966 2.734 2.204
H 0.289 3.794 2.869
H 0.298 3.065 0.468
H 2.464 3.031 0.051
H 2.404 3.941 1.565
H 4.144 2.066 1.506
H 3.036 1.984 2.855
H 3.193 0.224 0.597
H 2.903 -1.415 2.005
H 3.672 -0.240 3.080
H 1.127 -1.505 3.329
H 1.719 -0.224 4.384
H -0.457 -0.093 2.884
N -4.570 -3.706 2.137
C -4.090 -2.501 2.583
C -2.789 -2.073 2.246
N -2.318 -0.925 2.674
C -3.108 -0.186 3.466
C -4.369 -0.622 3.810
N -4.872 -1.778 3.372
H -4.136 -4.117 1.330
H -5.562 -3.843 2.231
H -2.140 -2.666 1.610
H -2.742 0.783 3.782
H -5.005 -0.029 4.457
O 3.011 -5.571 -4.454
C 3.428 -4.372 -3.981
O 4.376 -3.839 -4.490
C 2.669 -3.782 -2.844
C 1.467 -4.287 -2.343
C 0.808 -3.658 -1.306
C 1.315 -2.491 -0.713
S 0.438 -1.760 0.607
C 2.535 -2.010 -1.211
C 3.192 -2.635 -2.251
H 2.283 -5.907 -3.919
H 0.998 -5.168 -2.769
H -0.132 -4.055 -0.944
H 2.967 -1.116 -0.784
H 4.131 -2.249 -2.627
C -4.857 1.935 1.226
S -3.665 3.087 1.950
C -2.715 3.511 0.536
C -1.955 2.667 -0.199
S -1.708 0.962 0.016
S -1.146 3.468 -1.549
C -1.668 5.098 -1.274
S -1.182 6.375 -2.181
S -2.771 5.193 0.048
H -5.536 1.646 2.027
H -4.336 1.058 0.846
H -5.419 2.426 0.435
C -0.018 -1.063 -3.735
C 0.691 0.298 -3.716
C 2.020 0.232 -4.477
C -0.223 1.376 -4.307
C 0.969 0.618 -2.303
N 1.150 0.801 -1.186
H -0.294 -1.292 -4.766
H -0.921 -1.034 -3.124
H 0.633 -1.852 -3.362
H 1.812 -0.001 -5.522
H 2.665 -0.549 -4.075
H 2.546 1.187 -4.436
H -0.429 1.118 -5.346
H 0.246 2.360 -4.281
H -1.167 1.426 -3.765
*
```